The following is a quantum chemistry calculation of C33H37N7O7P2Zn as an isolated structure at a distorted geometry, from the OMol25 dataset.

Each line ends with the Löwdin charge.
CARTESIAN COORDINATES (ANGSTROEM)
H  0.729  0.754  -5.129  0.096
C  3.744  0.698  -3.719  -0.167
C  -0.828  -1.729  -1.997  -0.198
H  -0.920  -0.009  5.315  -0.029
H  5.778  5.716  2.103  0.093
P  3.189  -0.289  -1.005  1.120
H  -4.606  -0.822  -1.248  0.099
H  3.806  3.404  -0.928  0.057
C  -4.165  -4.837  3.250  -0.047
O  -3.457  -7.021  3.441  0.047
H  -0.542  1.615  -0.980  0.073
H  -3.006  1.796  -1.205  0.114
H  0.442  -0.509  -0.691  0.027
C  4.461  4.344  3.312  -0.103
H  -2.494  -0.270  -3.422  0.108
N  1.246  4.215  -0.075  -0.272
N  2.937  0.105  -2.744  -0.246
C  3.386  3.564  2.911  -0.162
H  0.102  -2.335  -1.998  0.110
C  2.967  0.983  -4.841  -0.077
H  -2.665  -0.254  5.408  -0.013
H  -5.697  -6.349  3.298  0.137
N  -7.867  -4.939  2.752  -0.314
H  -0.643  3.926  0.883  0.090
C  -6.228  -3.059  2.668  0.105
N  -4.643  -1.354  1.948  -0.249
C  -3.242  -2.414  -1.622  -0.128
C  -1.158  0.766  -1.281  -0.121
H  -3.944  -3.156  -1.222  0.102
H  -4.619  -1.478  -2.869  0.118
C  -0.063  4.577  0.244  -0.163
C  1.628  0.128  -3.238  -0.155
Zn  -1.820  -1.242  3.268  0.912
C  -6.528  -4.406  2.924  -0.122
C  -2.441  0.951  -1.637  -0.099
H  3.319  1.389  -5.775  0.092
C  5.487  -1.467  -2.447  -0.141
O  -8.029  -6.175  2.879  0.064
C  4.128  4.679  1.091  -0.143
H  -1.148  -0.924  0.001  0.095
C  -5.475  -5.290  3.195  0.104
H  -1.613  -3.768  -1.676  0.105
C  1.745  5.170  -0.963  -0.151
C  -1.943  -2.716  -1.728  -0.105
C  -0.381  5.756  -0.426  -0.098
H  4.804  0.843  -3.571  0.097
H  -2.030  1.054  4.372  -0.017
H  -1.325  6.272  -0.367  0.087
C  -3.160  0.079  -2.611  -0.184
H  5.243  -1.089  -3.428  0.082
C  3.133  2.543  -0.789  -0.413
H  7.401  -2.522  -2.732  0.094
H  0.825  -0.185  -2.603  0.038
C  6.597  -2.214  -2.073  -0.092
O  -5.608  -0.744  1.466  0.097
H  2.736  2.881  3.441  0.089
H  2.727  5.083  -1.410  0.090
N  -3.085  -5.826  3.316  -0.296
P  1.987  2.758  0.652  1.113
O  -3.430  -0.936  1.761  -0.062
N  3.177  3.758  1.546  -0.266
C  -3.937  -1.164  -2.055  -0.183
C  4.049  1.315  -0.669  -0.402
C  5.286  -1.902  -0.243  -0.168
H  4.825  -1.865  0.734  0.092
C  4.939  5.038  2.158  -0.087
H  4.862  4.392  4.314  0.088
C  -1.848  0.028  4.731  -0.233
H  4.896  1.431  -1.365  0.084
H  4.470  1.212  0.342  0.075
H  -0.970  -1.285  -2.995  0.098
C  -0.633  -0.602  -0.916  -0.202
O  -1.897  -5.494  3.207  0.088
H  -3.952  0.683  -3.065  0.109
N  4.656  -1.275  -1.336  -0.261
H  4.187  5.000  0.056  0.086
C  6.462  -2.498  -0.675  -0.103
H  7.139  -3.093  -0.074  0.090
H  -7.037  -2.370  2.425  0.137
C  -3.834  -3.447  3.134  -0.231
O  -8.799  -4.147  2.491  0.065
O  -2.627  -3.079  3.412  -0.113
C  -4.903  -2.602  2.630  -0.056
C  0.768  6.137  -1.189  -0.083
H  2.489  2.479  -1.678  0.077
H  0.869  6.989  -1.847  0.093
C  1.618  0.639  -4.520  -0.081

Results
Energy, Eh: -4651.25806
ΔE to the lowest compared entry with this formula, charge and spin, eV: 0.7441
Highest occupied orbital energy, Ha: -0.3099
Multiplicity: 1
Gap between HOMO and LUMO, Ha: 0.229
Net charge: 0

=====

The following is a quantum chemistry calculation of one molecule with the formula C33H38Cl2F3N3O2S at a distorted geometry, from the OMol25 dataset.

Each line ends with the Löwdin charge.
CARTESIAN COORDINATES (ANGSTROEM)
C  3.385  2.941  -5.573  -0.123
H  0.525  4.038  -6.665  0.089
C  -5.404  1.931  0.665  -0.528
H  -6.260  -3.742  3.560  0.078
C  -3.883  0.649  1.989  -0.171
H  0.474  -0.775  -3.426  0.111
C  0.215  -1.208  0.801  -0.251
H  4.808  -0.556  2.858  0.112
F  -7.436  0.902  2.036  0.188
H  -4.813  -3.219  0.390  0.108
Cl  -4.097  2.893  3.531  0.782
H  -5.278  -4.764  2.515  0.085
F  -4.578  1.810  -0.352  0.175
H  3.261  -1.438  -2.581  0.100
C  2.644  3.991  -6.043  -0.093
C  -1.264  0.244  2.777  -0.419
C  -3.768  -1.366  0.429  -0.107
H  0.005  -2.094  -1.108  0.126
H  5.071  1.503  -1.888  0.119
H  -3.520  -1.845  4.077  0.077
H  -4.071  -3.494  4.331  0.072
H  4.817  2.608  0.290  0.112
N  2.622  1.813  -5.508  -0.107
H  -5.282  -1.728  2.582  0.102
H  3.961  1.219  1.665  0.075
O  -6.078  0.392  3.628  0.189
C  -3.271  1.501  2.904  -0.546
H  1.323  -0.411  -5.497  0.094
C  -3.157  -0.414  1.441  -0.080
C  -1.829  -0.604  1.834  -0.221
C  4.111  0.114  -0.597  -0.122
S  0.418  -0.077  3.235  1.088
H  4.342  3.556  -1.127  0.117
C  -3.694  -2.802  3.586  -0.041
C  2.108  -0.514  -4.754  -0.177
H  2.548  1.440  2.727  0.092
C  -4.100  -2.730  1.052  -0.151
C  3.153  0.728  2.179  -0.167
H  -0.897  -2.366  1.987  0.131
C  1.889  -1.081  -0.944  -0.161
H  2.566  -1.480  -4.955  0.115
C  2.305  -0.031  1.189  -0.174
C  3.165  0.546  -5.035  -0.142
C  2.747  -0.339  -0.113  -0.100
N  -1.059  -1.667  1.264  0.072
C  4.117  1.449  -1.362  -0.153
H  0.554  1.429  -6.033  0.104
H  4.423  2.933  -5.284  0.113
C  -1.972  1.302  3.317  -0.101
H  1.807  -2.464  -2.562  0.118
C  0.656  -1.508  -0.470  0.033
C  3.841  0.233  4.612  -0.588
C  -4.741  -2.658  2.450  -0.397
Cl  3.708  -1.128  5.767  0.538
H  1.500  0.524  -2.912  0.113
H  4.474  -0.653  -1.273  0.102
C  3.803  -0.281  3.172  -0.252
H  -4.643  -0.905  -0.010  0.106
H  3.294  1.472  -2.066  0.095
H  4.798  0.116  0.245  0.111
F  2.836  2.880  0.058  -0.030
H  -3.191  -3.319  1.117  0.102
C  1.046  -0.454  1.611  -0.364
H  3.219  -1.197  3.159  0.084
C  1.361  2.130  -5.961  -0.098
C  1.518  -0.473  -3.344  -0.178
H  -3.030  -1.464  -0.362  0.114
C  4.082  2.698  -0.509  -0.211
H  -2.742  -3.141  3.189  0.063
H  -6.513  -3.745  1.815  0.075
C  -6.239  0.731  2.523  -0.564
H  3.880  0.182  -5.771  0.124
H  2.973  4.999  -6.202  0.087
H  -1.496  1.966  4.019  0.110
H  3.037  0.938  4.787  0.057
N  -5.253  0.837  1.536  0.116
H  3.723  0.754  -4.126  0.100
C  -5.757  -3.788  2.598  -0.087
H  4.796  0.700  4.824  0.067
C  1.346  3.456  -6.287  -0.104
C  2.195  -1.470  -2.374  -0.138
O  -6.133  2.840  0.758  0.207

Results
Energy, Eh: -3213.24657
ΔE to the lowest compared entry with this formula, charge and spin, eV: 0.0000
Highest occupied orbital energy, Ha: -0.3079
Multiplicity: 1
Gap between HOMO and LUMO, Ha: 0.324
SMILES: CC(C)CCc1c2c(cc(Cl)c1N(C(=O)F)C(=O)F)Sc1c(cc(CCCCn3cccc3)c(CCCF)c1CCCCl)N2
Net charge: 0